[1]
This record from the Open Molecules 2025 dataset describes an isolated molecule of C5H4O. The level of theory is ωB97M-V/def2-TZVPD.

```
10
Properties=species:S:1:pos:R:3:forces:R:3:nbo_charge:R:1
C 0.575 -0.004 1.047 -0.155 -0.059 0.179 -0.392
C 0.834 1.280 0.707 -0.462 -0.063 -0.634 -0.084
C -0.155 -0.845 0.205 0.020 -0.167 -0.112 -0.123
C -0.355 0.917 -1.568 0.252 0.612 0.448 0.365
C -0.706 -0.441 -1.056 0.345 -1.311 0.038 -0.176
O -1.509 0.766 -1.037 -0.414 0.817 -0.116 -0.398
H 0.909 -0.451 1.987 0.106 0.165 -0.031 0.220
H 1.671 1.873 1.029 0.294 0.075 0.120 0.167
H -0.190 -1.901 0.427 0.015 -0.149 0.082 0.210
H -1.074 -1.194 -1.741 -0.002 0.080 0.027 0.212
```
Forces are in eV/Å.

Output
LUMO energy (alpha / beta) = -0.9337 / -0.9873 eV
Molecular weight = 80.086 g/mol

***

[2]
This record from the Open Molecules 2025 dataset describes a structure of composition C25H16BrN3O6PbSe. The level of theory is ωB97M-V/def2-TZVPD.

```
53
Properties=species:S:1:pos:R:3:forces:R:3:nbo_charge:R:1
Pb 0.329 -0.822 -0.390 0.302 0.318 0.076 1.383
C 0.912 -2.955 -4.516 -0.030 -0.012 -0.183 -0.265
C 0.908 -2.629 -3.153 0.012 0.015 0.089 0.074
N 0.179 -1.647 -2.670 -0.004 -0.087 -0.001 -0.534
C -0.633 -0.923 -3.479 -0.089 0.012 -0.366 0.199
C -0.727 -1.220 -4.862 0.064 -0.018 0.246 -0.085
C 0.098 -2.252 -5.361 0.008 0.022 0.103 -0.110
C -1.642 -0.518 -5.671 -0.179 0.136 -0.067 -0.238
C -2.488 0.379 -5.078 0.087 -0.159 -0.170 -0.170
C -2.402 0.683 -3.712 0.102 -0.020 0.244 -0.289
C -1.427 0.125 -2.894 -0.159 0.099 -0.058 0.179
N -1.196 0.412 -1.572 0.082 -0.235 0.174 -0.755
C -1.804 1.439 -0.877 -0.038 0.210 -0.186 0.164
C -2.244 2.642 -1.408 0.124 -0.218 0.022 -0.267
C -2.918 3.593 -0.626 -0.130 0.086 0.199 -0.178
C -3.186 3.375 0.697 -0.043 0.122 -0.160 -0.233
C -2.684 2.208 1.310 0.150 -0.172 -0.092 -0.096
C -2.878 1.913 2.677 0.077 -0.125 0.055 -0.105
C -2.299 0.804 3.230 -0.106 0.181 0.023 -0.264
C -1.488 -0.004 2.420 0.119 -0.037 -0.020 0.080
N -1.318 0.227 1.139 -0.282 -0.156 0.018 -0.519
C -1.935 1.279 0.547 -0.213 0.258 0.142 0.203
H 1.540 -3.757 -4.877 -0.005 -0.010 0.034 0.230
H 1.504 -3.188 -2.439 0.012 0.031 0.018 0.228
H 0.053 -2.483 -6.418 0.032 -0.029 0.005 0.221
H -1.683 -0.717 -6.734 -0.023 -0.040 0.016 0.213
H -3.243 0.879 -5.672 -0.001 0.003 0.006 0.216
H -3.127 1.359 -3.286 0.045 0.043 -0.062 0.225
H -2.058 2.865 -2.447 -0.015 -0.015 0.009 0.224
H -3.250 4.510 -1.098 0.001 -0.009 0.002 0.217
H -3.751 4.087 1.284 0.014 0.001 0.002 0.216
H -3.489 2.576 3.278 0.022 0.027 -0.007 0.219
H -2.438 0.557 4.272 0.029 -0.026 -0.002 0.232
H -0.966 -0.857 2.841 -0.019 -0.053 -0.052 0.217
O 0.711 -2.918 2.646 -0.303 -0.536 -0.065 -0.464
Se 0.362 -3.691 1.004 0.371 0.257 0.713 2.739
O -0.853 -2.767 0.444 -0.365 0.696 -0.346 -1.065
O 1.674 -3.445 0.137 0.724 0.205 -0.525 -1.032
O -0.022 -5.146 1.441 -0.411 -0.925 0.372 -0.954
Br 5.975 3.275 3.455 -0.022 0.001 0.007 0.073
C 4.746 1.839 3.510 0.004 -0.005 -0.022 -0.059
C 4.243 1.419 4.731 0.022 0.006 0.028 -0.247
C 3.356 0.358 4.763 -0.071 -0.047 -0.019 -0.154
C 2.968 -0.272 3.585 0.052 0.039 0.007 -0.122
C 3.491 0.157 2.369 -0.035 -0.085 0.006 -0.169
C 4.380 1.217 2.327 0.057 0.034 0.008 -0.248
C 2.000 -1.399 3.714 0.048 0.160 0.201 0.747
O 1.613 -1.858 4.745 -0.013 -0.041 -0.008 -0.541
O 1.583 -1.811 2.484 0.065 0.104 -0.326 -0.277
H 4.546 1.911 5.645 0.007 0.005 -0.007 0.234
H 2.955 -0.002 5.701 -0.009 0.026 0.003 0.243
H 3.226 -0.354 1.456 -0.055 -0.026 -0.083 0.231
H 4.798 1.551 1.388 -0.011 -0.010 0.001 0.233
```
Forces are in eV/Å.

Output
LUMO energy = -0.4507 eV
Molecular weight = 820.482 g/mol

***

[3]
This record from the Open Molecules 2025 dataset describes a cluster of 2 separate species, C3H7N3O in total. The level of theory is ωB97M-V/def2-TZVPD.

```
14
Properties=species:S:1:pos:R:3:forces:R:3:nbo_charge:R:1
N 0.798 3.773 0.658 0.954 0.609 0.303 -0.754
C 0.016 2.883 0.424 0.005 -0.058 -0.457 0.652
N -1.189 -0.742 0.822 0.154 0.002 -0.229 -0.533
C 0.411 -1.524 -0.685 -0.008 0.295 -0.055 0.124
C 1.155 -2.439 -1.279 -0.119 -0.064 0.141 -0.499
O -0.463 -1.863 0.314 -0.359 -0.010 0.352 -0.386
N -0.635 2.011 -0.085 -0.627 -0.152 -0.478 -0.754
H 0.625 4.626 1.148 -0.285 0.068 0.220 0.400
H -2.171 -0.913 0.600 0.223 -0.182 0.076 0.358
H -1.084 -0.782 1.835 0.002 -0.191 -0.213 0.361
H -0.836 1.079 0.245 0.025 -0.313 0.366 0.418
H 0.436 -0.473 -0.938 -0.042 0.067 0.040 0.192
H 1.836 -2.163 -2.060 0.111 0.172 -0.150 0.215
H 1.100 -3.474 -0.999 -0.035 -0.243 0.085 0.207
```
Forces are in eV/Å.

Output
LUMO energy = 0.7504 eV
Molecular weight = 101.109 g/mol
Structure (SMILES) = C=CON.N=C=N

***

What did the third record say?
This record from the Open Molecules 2025 dataset describes a cluster of 2 separate species, C3H7N3O in total. The level of theory is ωB97M-V/def2-TZVPD.

```
14
Properties=species:S:1:pos:R:3:forces:R:3:nbo_charge:R:1
N 0.798 3.773 0.658 0.954 0.609 0.303 -0.754
C 0.016 2.883 0.424 0.005 -0.058 -0.457 0.652
N -1.189 -0.742 0.822 0.154 0.002 -0.229 -0.533
C 0.411 -1.524 -0.685 -0.008 0.295 -0.055 0.124
C 1.155 -2.439 -1.279 -0.119 -0.064 0.141 -0.499
O -0.463 -1.863 0.314 -0.359 -0.010 0.352 -0.386
N -0.635 2.011 -0.085 -0.627 -0.152 -0.478 -0.754
H 0.625 4.626 1.148 -0.285 0.068 0.220 0.400
H -2.171 -0.913 0.600 0.223 -0.182 0.076 0.358
H -1.084 -0.782 1.835 0.002 -0.191 -0.213 0.361
H -0.836 1.079 0.245 0.025 -0.313 0.366 0.418
H 0.436 -0.473 -0.938 -0.042 0.067 0.040 0.192
H 1.836 -2.163 -2.060 0.111 0.172 -0.150 0.215
H 1.100 -3.474 -0.999 -0.035 -0.243 0.085 0.207
```
Forces are in eV/Å.

Output
LUMO energy = 0.7504 eV
Molecular weight = 101.109 g/mol
Structure (SMILES) = C=CON.N=C=N

***

Which of these has the lowest molecular weight? C5H4O

***

What is the molecular weight in the third record? 101.109 g/mol

***

Look up the molecular weight of the second one. 820.482 g/mol